1.
Molecular formula: C21H64N14O9
Method: DFT, wB97M-V/def2-TZVPD

Computed properties:
- spin multiplicity = 1
- Kohn-Sham gap (eV) = 9.1

Structure (XYZ):
```
108
Properties=species:S:1:pos:R:3:mulliken_charge:R:1
C 3.692 -5.633 0.892 0.705
O 4.280 -6.325 1.744 -0.689
N 2.410 -5.619 0.680 -0.387
N 4.295 -4.753 0.124 -0.404
H 1.863 -6.192 1.307 0.210
H 1.978 -5.095 -0.068 0.176
H 5.295 -4.749 0.266 0.218
H 3.743 -4.171 -0.490 0.172
C -0.950 0.000 9.894 0.642
O -1.105 1.152 10.225 -0.667
N 0.093 -0.656 10.270 -0.374
N -1.892 -0.670 9.307 -0.405
H 0.072 -1.606 9.928 0.167
H 0.896 -0.213 10.695 0.218
H -2.740 -0.121 9.334 0.220
H -1.808 -1.512 8.755 0.200
C 5.556 -0.085 -4.689 0.659
O 4.963 -1.165 -4.692 -0.693
N 6.423 0.250 -5.600 -0.421
N 5.470 0.735 -3.765 -0.350
H 6.492 -0.439 -6.336 0.224
H 7.102 0.988 -5.483 0.171
H 6.125 1.503 -3.793 0.172
H 4.698 0.551 -3.140 0.237
C -4.722 -8.320 2.955 0.658
O -5.298 -7.637 3.826 -0.660
N -4.687 -9.613 2.835 -0.351
N -3.975 -7.849 1.976 -0.379
H -5.248 -10.258 3.373 0.203
H -4.131 -10.095 2.143 0.150
H -3.905 -6.842 1.959 0.207
H -3.401 -8.425 1.377 0.171
C -2.271 -6.345 -4.958 0.611
O -1.165 -5.984 -4.416 -0.670
N -2.680 -7.566 -5.105 -0.390
N -3.171 -5.471 -5.434 -0.387
H -1.975 -8.289 -5.076 0.247
H -3.467 -7.750 -5.711 0.197
H -3.970 -5.817 -5.946 0.167
H -2.902 -4.504 -5.550 0.224
C 6.785 -3.366 6.635 -1.550
C 6.830 -2.075 5.881 0.316
C 5.446 -1.306 6.109 -0.635
O 5.315 -0.170 5.372 -0.349
C 5.255 -0.290 4.028 -0.676
N 7.990 -1.280 6.288 -0.603
H 6.582 -3.206 7.694 0.336
H 7.767 -3.816 6.490 0.377
H 6.020 -4.026 6.224 0.355
H 7.062 -2.400 4.866 0.410
H 5.366 -1.205 7.192 0.330
H 4.610 -1.931 5.794 0.364
H 6.132 -0.773 3.595 0.288
H 5.166 0.707 3.596 0.230
H 4.403 -0.910 3.751 0.302
H 8.213 -0.677 5.508 0.255
H 7.818 -0.791 7.154 0.248
C -2.349 0.719 -1.871 -1.349
C -1.794 0.883 -0.439 0.477
C -1.724 -0.412 0.365 -0.790
O -2.957 -1.144 0.498 -0.342
C -3.882 -0.479 1.393 -0.789
N -0.434 1.321 -0.624 -0.681
H -3.415 0.500 -1.933 0.320
H -1.830 -0.082 -2.397 0.315
H -2.348 1.715 -2.315 0.406
H -2.442 1.543 0.138 0.263
H -1.476 -0.094 1.377 0.370
H -1.031 -1.117 -0.094 0.382
H -4.752 -1.070 1.679 0.293
H -4.266 0.449 0.968 0.294
H -3.486 -0.135 2.349 0.315
H -0.427 2.166 -1.177 0.254
H -0.127 1.693 0.264 0.262
C 1.725 8.448 -0.141 -1.489
C 0.658 8.765 0.848 0.729
C 0.964 8.297 2.304 -0.823
O 1.021 6.893 2.426 -0.332
C 0.039 6.375 3.293 -0.720
N 0.434 10.166 0.797 -0.746
H 1.694 7.378 -0.343 0.324
H 2.734 8.704 0.183 0.326
H 1.597 8.973 -1.088 0.455
H -0.326 8.424 0.527 0.200
H 0.209 8.786 2.920 0.402
H 1.931 8.719 2.579 0.314
H 0.270 6.678 4.315 0.301
H -0.024 5.287 3.293 0.245
H -0.965 6.711 3.034 0.326
H 0.129 10.298 -0.156 0.243
H 1.252 10.753 0.879 0.245
C -4.628 1.348 -9.914 -1.350
C -5.596 1.650 -8.724 0.306
C -5.611 3.156 -8.259 -0.668
O -4.372 3.729 -7.752 -0.348
C -4.684 4.923 -6.928 -0.713
N -6.930 1.034 -8.933 -0.645
H -4.725 0.266 -10.007 0.383
H -3.543 1.383 -9.819 0.355
H -4.966 1.781 -10.855 0.337
H -5.192 1.189 -7.823 0.278
H -6.342 3.160 -7.451 0.319
H -6.014 3.866 -8.981 0.331
H -5.048 4.644 -5.939 0.288
H -5.271 5.619 -7.527 0.302
H -3.781 5.511 -6.764 0.270
H -7.513 1.273 -8.144 0.281
H -7.128 1.466 -9.825 0.273
```


2.
Molecular formula: C21H64N14O9
Method: DFT, wB97M-V/def2-TZVPD

Computed properties:
- spin multiplicity = 1
- Kohn-Sham gap (eV) = 9.3

Structure (XYZ):
```
108
Properties=species:S:1:pos:R:3:mulliken_charge:R:1
C 12.416 11.702 13.963 -0.709
C 11.281 12.464 14.538 0.345
C 10.563 11.572 15.576 -0.011
O 9.514 12.179 16.312 -0.385
C 8.316 12.460 15.625 -0.795
N 11.720 13.765 15.140 -0.128
H 12.696 12.193 13.031 -0.044
H 12.153 10.655 13.815 0.548
H 13.291 11.642 14.611 -0.117
H 10.517 12.534 13.764 0.333
H 11.330 11.226 16.269 -0.672
H 10.086 10.709 15.111 0.691
H 7.849 11.671 15.035 0.322
H 8.490 13.292 14.942 0.310
H 7.532 12.637 16.361 0.282
H 12.362 13.366 15.810 -0.321
H 11.074 14.311 15.692 0.386
C 12.710 9.219 17.558 -0.864
C 13.298 7.963 16.886 0.214
C 14.793 8.330 16.573 -0.120
O 15.299 7.263 15.766 -0.394
C 16.667 7.391 15.354 -0.561
N 13.109 6.785 17.714 -0.731
H 13.049 9.181 18.593 0.353
H 11.622 9.171 17.598 0.399
H 12.886 10.150 17.019 -0.256
H 12.658 7.771 16.025 0.360
H 15.417 8.593 17.427 0.399
H 14.732 9.200 15.918 -0.059
H 16.940 8.352 14.918 0.023
H 16.800 6.556 14.666 0.345
H 17.434 6.987 16.014 0.334
H 13.880 6.609 18.343 0.275
H 13.131 5.952 17.145 0.301
C 14.949 13.229 8.288 -1.485
C 15.323 14.302 9.326 0.382
C 15.022 13.920 10.766 -0.179
O 14.995 15.118 11.607 -0.479
C 14.997 14.929 13.031 0.028
N 16.722 14.617 9.111 -0.691
H 13.864 13.142 8.242 0.357
H 15.491 12.311 8.519 0.365
H 15.234 13.435 7.256 0.425
H 14.874 15.254 9.042 0.283
H 15.803 13.237 11.099 0.022
H 14.092 13.369 10.909 0.176
H 14.116 14.306 13.180 0.144
H 14.865 15.850 13.599 -0.092
H 15.843 14.284 13.269 0.166
H 17.134 15.009 9.946 0.255
H 17.244 13.783 8.880 0.246
C 16.858 12.160 16.926 -0.189
C 15.379 12.563 16.684 1.795
C 14.565 12.908 17.851 -1.177
O 13.235 13.250 17.376 0.452
C 12.420 13.886 18.297 -1.349
N 15.426 13.589 15.722 0.346
H 16.968 11.211 17.451 0.457
H 17.224 12.955 17.575 -0.045
H 17.561 12.185 16.093 -0.159
H 14.867 11.744 16.179 -1.175
H 15.055 13.751 18.337 -0.096
H 14.485 12.133 18.613 0.508
H 12.790 14.786 18.789 0.270
H 12.284 13.187 19.122 0.405
H 11.421 14.185 17.979 0.371
H 14.512 13.995 15.864 -0.160
H 16.135 14.232 16.044 0.065
C 17.528 16.235 17.166 0.583
O 16.744 15.870 18.055 -0.773
N 17.351 17.203 16.404 -0.388
N 18.740 15.755 17.087 -0.253
H 16.359 17.383 16.337 0.471
H 18.028 17.663 15.812 0.172
H 18.984 15.264 17.935 0.197
H 19.441 16.076 16.435 0.142
C 21.469 13.080 15.281 0.499
O 22.597 13.501 15.510 -0.699
N 20.941 12.776 14.095 -0.307
N 20.561 12.878 16.226 -0.188
H 20.016 12.409 13.919 0.345
H 21.372 13.271 13.328 0.196
H 19.749 12.366 15.913 0.129
H 20.764 12.918 17.214 0.149
C 17.815 10.792 13.586 0.629
O 18.762 11.143 14.345 -0.917
N 17.934 9.819 12.702 -0.340
N 16.614 11.238 13.644 0.195
H 17.077 9.556 12.237 0.158
H 18.864 9.502 12.468 0.274
H 15.896 10.626 13.281 0.218
H 16.362 11.925 14.340 -0.383
C 13.651 17.357 15.990 0.704
O 14.740 17.765 16.273 -0.816
N 13.086 17.400 14.833 -0.334
N 12.914 16.738 16.886 -0.324
H 12.141 17.045 14.801 0.155
H 13.552 17.855 14.061 0.251
H 11.978 16.413 16.690 0.076
H 13.225 16.657 17.844 0.188
C 17.325 13.809 20.836 0.466
O 17.601 13.093 21.768 -0.719
N 16.194 14.440 20.766 -0.281
N 18.053 13.965 19.751 -0.206
H 15.468 14.202 21.427 0.193
H 15.927 15.107 20.056 0.207
H 17.709 14.607 19.052 -0.035
H 18.907 13.425 19.757 0.073
```


Which one is most stable, and which one is least stable? 2 is the most stable of them, while 1 is the least stable.


1.
Molecular formula: C7H12O3
Method: DFT, wB97M-V/def2-TZVPD

Computed properties:
- spin multiplicity = 1
- Kohn-Sham gap (eV) = 8.8

Structure (XYZ):
```
22
Properties=species:S:1:pos:R:3:mulliken_charge:R:1
C -2.157 0.162 0.672 0.108
C -1.491 -0.185 -0.592 -0.299
C -3.161 0.952 0.823 -0.882
C 1.685 0.741 1.162 0.014
C 2.917 0.990 0.700 -0.385
C -0.498 -1.088 -0.863 0.624
C -0.320 -1.520 -2.316 -1.364
O 1.465 -0.020 2.301 -0.475
O 3.372 1.692 -0.368 -0.489
O 0.331 -1.637 0.079 -0.574
H -1.817 -0.161 1.647 0.260
H -1.953 0.368 -1.407 0.152
H -3.712 0.852 1.740 0.294
H -3.703 1.346 -0.041 0.285
H 0.874 1.116 0.665 0.512
H 3.816 0.595 1.124 0.275
H -0.754 -0.839 -3.059 0.345
H -0.844 -2.338 -2.564 0.375
H 0.725 -1.603 -2.416 0.354
H 2.334 -0.060 2.709 0.264
H 2.542 1.911 -0.941 0.312
H 0.348 -1.275 0.946 0.294
```


2.
Molecular formula: C7H12O3
Method: DFT, wB97M-V/def2-TZVPD

Computed properties:
- spin multiplicity = 1
- Kohn-Sham gap (eV) = 10.5

Structure (XYZ):
```
22
Properties=species:S:1:pos:R:3:mulliken_charge:R:1
C -1.817 -0.831 0.781 -1.572
C -0.792 0.048 0.090 0.154
C -0.580 1.380 0.872 -0.026
C 1.304 0.215 1.281 -0.887
C 0.656 -0.482 0.079 0.368
C 1.274 -0.085 -1.270 0.327
C 1.076 -1.022 -2.430 -1.193
H -1.518 -1.043 1.808 0.329
H -1.912 -1.809 0.272 0.409
H -2.814 -0.333 0.764 0.347
H -1.169 0.251 -0.929 0.403
H -0.145 2.139 0.227 0.342
H -1.569 2.766 1.776 0.364
H 1.693 -0.465 2.040 0.272
H 2.160 0.805 0.948 0.380
H 0.647 -1.573 0.110 0.538
H 0.076 -1.559 -2.450 0.295
H 1.826 -1.860 -2.416 0.316
H 1.174 -0.465 -3.388 0.341
O -1.747 1.840 1.451 -0.530
O 0.364 1.081 1.841 -0.408
O 1.814 1.001 -1.457 -0.569
```


Which one is most stable, and which one is least stable? 2 is the most stable of them, while 1 is the least stable.